# CHNO3S

A 2-piece molecular cluster, CHNO3S overall in a non-equilibrium geometry (the ωB97M-V functional and the def2-TZVPD basis, the OMol25 dataset).

Structure (XYZ):
```
7
Properties=species:S:1:pos:R:3
C 1.1524 0.5464 -1.4744
N 0.2149 0.0898 -0.8493
O 2.1099 1.1271 -1.8421
O -2.0861 0.1567 1.2801
O -0.3260 -1.2149 2.0110
S -0.6829 0.0904 1.6508
H -0.3823 -0.7954 -0.7762
```

## Properties
E_HOMO = -11.547 eV
Spin multiplicity = 1
Total charge = 0
Kohn-Sham gap = 10.55 eV
Energy above the lowest of the compared OMol25 structures with the same formula, charge and spin = 41.01 kJ/mol


# CHNO3S2

CHNO3S2 as an isolated structure in a non-equilibrium geometry (the ωB97M-V functional and the def2-TZVPD basis, the OMol25 dataset).

Structure (XYZ):
```
8
Properties=species:S:1:pos:R:3
C 1.5008 -0.2074 -0.1712
N 0.6489 0.4954 0.5232
O -1.6147 0.6789 1.5428
O 1.4365 -0.9010 -1.1500
O -1.4017 1.6551 -0.6038
S -1.9905 -1.8637 -0.7700
S -0.9821 0.4447 0.2070
H 2.4028 -0.3019 0.4220
```

## Properties
E_HOMO (alpha / beta) = -0.024 / -0.023 eV
Spin multiplicity = 1
Total charge = -2
Kohn-Sham gap (alpha / beta) = 6.18 / 6.18 eV
Energy above the lowest of the compared OMol25 structures with the same formula, charge and spin = 142.54 kJ/mol


# CHNO5S

CHNO5S in the gas phase in a non-equilibrium geometry (the ωB97M-V functional and the def2-TZVPD basis, the OMol25 dataset).

Structure (XYZ):
```
9
Properties=species:S:1:pos:R:3
C -0.0301 -0.2986 -0.8656
N 0.5449 -1.6061 -0.5578
O -0.0533 -2.6195 -0.6661
O 0.2909 0.5225 -1.6191
O 1.6894 -1.5322 -0.1534
O -0.3940 1.9780 1.6852
O -1.0599 -0.0582 0.2893
S -1.4878 1.4285 0.6291
H 0.4999 2.1856 1.2585
```

## Properties
E_HOMO = -9.247 eV
Spin multiplicity = 1
Total charge = 0
Kohn-Sham gap = 8.13 eV
Energy above the lowest of the compared OMol25 structures with the same formula, charge and spin = 219.69 kJ/mol


# CHNOS

CHNOS in the gas phase in a non-equilibrium geometry (the ωB97M-V functional and the def2-TZVPD basis, the OMol25 dataset).

Structure (XYZ):
```
5
Properties=species:S:1:pos:R:3
N 1.9881 0.4527 -0.0806
C 1.0389 -0.1978 0.0338
S -0.3200 -1.1765 -0.1236
O -1.5496 0.0145 -0.0884
H -1.1573 0.9070 0.2589
```

## Properties
Structure (SMILES) = N#CSO
E_HOMO = -9.815 eV
Spin multiplicity = 1
Total charge = 0
Kohn-Sham gap = 9.17 eV
Energy above the lowest of the compared OMol25 structures with the same formula, charge and spin = 6.80 kJ/mol


# CHNOS

CHNOS in the gas phase in a non-equilibrium geometry (the ωB97M-V functional and the def2-TZVPD basis, the OMol25 dataset).

Structure (XYZ):
```
5
Properties=species:S:1:pos:R:3
C -0.2502 0.7741 0.0707
N -0.8923 -0.4876 0.6034
O 1.4667 -1.3379 -0.2793
S 0.2248 -0.7718 -0.7288
H -0.5490 1.8231 0.3341
```

## Properties
E_HOMO = -10.456 eV
Spin multiplicity = 1
Total charge = 0
Kohn-Sham gap = 9.51 eV
Energy above the lowest of the compared OMol25 structures with the same formula, charge and spin = 231.36 kJ/mol


# CHNOS

A 2-piece molecular cluster, CHNOS overall in a non-equilibrium geometry (the ωB97M-V functional and the def2-TZVPD basis, the OMol25 dataset).

Structure (XYZ):
```
5
Properties=species:S:1:pos:R:3
C 0.7405 0.0144 0.0569
N -0.2491 -0.4376 -0.6203
O 0.4491 -1.2061 0.5022
S 1.8691 1.1386 0.2710
H -2.8097 0.4907 -0.2098
```

## Properties
⟨S²⟩ = 2.0113
E_HOMO (alpha / beta) = -10.057 / -9.950 eV
Spin multiplicity = 3
Total charge = 0
Kohn-Sham gap (alpha / beta) = 10.50 / 6.92 eV
Energy above the lowest of the compared OMol25 structures with the same formula, charge and spin = 451.61 kJ/mol


# CHNOS2

A 2-piece molecular cluster, CHNOS2 overall in a non-equilibrium geometry (the ωB97M-V functional and the def2-TZVPD basis, the OMol25 dataset).

Structure (XYZ):
```
6
Properties=species:S:1:pos:R:3
C -0.4365 -1.2294 -0.4281
N 0.3789 1.4277 0.1624
O 0.6338 2.6217 0.0695
S -1.2798 -2.4643 -0.0407
S 0.3732 0.5557 1.4378
H 0.3304 -0.9116 -1.2010
```

## Properties
E_HOMO (alpha / beta) = -7.770 / -8.742 eV
Spin multiplicity = 1
Total charge = 0
Kohn-Sham gap (alpha / beta) = 5.74 / 7.70 eV
Energy above the lowest of the compared OMol25 structures with the same formula, charge and spin = 446.94 kJ/mol


# CHO2Tm

CHO2Tm as an isolated structure in a non-equilibrium geometry (the ωB97M-V functional and the def2-TZVPD basis, the OMol25 dataset).

Structure (XYZ):
```
5
Properties=species:S:1:pos:R:3
O -0.5694 1.0819 -1.3664
C 1.4205 -1.3873 1.5233
O 0.3836 -1.0758 1.1790
Tm -1.5500 -0.0610 0.0432
H 0.3154 1.4421 -1.3791
```

## Properties
⟨S²⟩ = 2.0022
E_HOMO (alpha / beta) = -21.730 / -21.616 eV
Spin multiplicity = 3
Total charge = +2
Kohn-Sham gap (alpha / beta) = 9.65 / 8.30 eV


spin multiplicity of number 3 (CHNO5S)?
1


Among the records above, which one has the highest total charge?
CHO2Tm